# C28H13Cl64NO6

A cluster of 17 separate species, C28H13Cl64NO6 in total (wB97M-V/def2-TZVPD, the Open Molecules 2025 dataset).

XYZ file:
```
112
Properties=species:S:1:pos:R:3:forces:R:3
O 1.418058 -2.484172 0.219393 -0.070 0.839 -0.817
C 1.162592 -1.459101 -0.360314 0.439 0.311 1.178
N 0.699473 -1.348252 -1.728075 -0.276 -0.407 -0.349
C -0.087711 -0.135938 -1.812714 0.432 0.895 0.712
O -0.944006 0.121849 -2.612995 0.768 -0.423 0.381
C 0.436725 0.725245 -0.668831 -0.294 -0.105 0.045
C 1.196905 -0.042917 0.195798 -0.692 -1.628 -1.251
C 1.791263 0.459635 1.313140 0.478 -0.629 0.532
C 1.647177 1.802348 1.560709 0.337 0.334 0.685
C 0.900827 2.581914 0.710420 -0.261 0.795 -0.418
O 0.750216 3.934338 0.955072 0.495 -0.129 -0.010
C 0.265488 2.062051 -0.407412 -0.940 0.403 -0.913
C -0.595322 2.943270 -1.301709 0.697 0.748 0.027
O -1.948629 3.082863 -0.889480 0.183 -0.245 0.039
C -2.407823 2.025644 -0.111999 -1.067 -0.069 0.391
O -3.811793 2.130086 -0.036915 0.458 -0.021 -0.084
C -4.286413 1.064627 0.748659 -0.830 -0.591 -0.002
C -5.710728 0.643330 0.275218 0.738 0.192 0.423
O -5.880454 0.848319 -1.115862 -0.264 -0.055 0.183
H 1.539986 -1.135890 -2.270284 -0.149 -0.660 -0.431
H 2.381035 -0.194891 1.944997 -0.073 0.116 0.084
H 2.106564 2.272778 2.419449 0.012 -0.019 -0.038
H 1.442696 4.397478 0.468531 -0.055 0.148 0.074
H -0.508201 2.645770 -2.352731 -0.321 -0.373 0.233
H -0.165281 3.949893 -1.254314 -0.214 -0.083 -0.017
H -2.195896 1.039042 -0.551905 0.324 0.188 0.014
H -2.039395 2.091634 0.931059 0.382 -0.106 -0.244
H -4.320299 1.337291 1.821012 0.099 -0.050 -0.624
H -3.661487 0.159923 0.667414 0.262 0.329 -0.143
H -5.845343 -0.419915 0.505529 -0.053 0.177 0.241
H -6.421919 1.217667 0.872240 -0.273 0.035 -0.514
H -5.891770 -0.016372 -1.531275 0.039 0.051 -0.137
C -6.337088 2.827158 4.092630 -0.005 0.113 0.018
Cl -7.626775 2.132094 3.110785 0.000 0.080 0.157
Cl -6.946705 3.166974 5.716035 0.038 -0.034 -0.047
Cl -4.990913 1.676282 4.196187 -0.139 0.668 0.513
Cl -5.768168 4.321993 3.346783 0.011 -0.066 0.024
C 3.219153 -6.027402 0.786799 0.013 0.086 -0.076
Cl 1.974324 -6.116854 2.045504 -0.055 0.055 -0.195
Cl 4.380629 -4.730034 1.177179 -0.408 -0.009 -0.220
Cl 4.045359 -7.587535 0.698295 -0.106 0.017 0.127
Cl 2.461358 -5.668757 -0.763134 0.041 -0.028 0.039
C -6.458601 7.667769 5.682368 -0.044 -0.021 0.011
Cl -6.812013 9.228312 6.430461 -0.026 -0.093 0.009
Cl -5.604573 6.637623 6.838421 -0.013 0.021 -0.043
Cl -7.969258 6.886149 5.199924 0.050 0.023 0.008
Cl -5.442550 7.917576 4.256192 -0.003 0.013 0.017
C 5.327326 -4.662595 5.140634 -0.017 -0.095 0.002
Cl 5.652592 -5.560062 6.629554 0.009 0.043 -0.041
Cl 4.100264 -5.505165 4.192075 0.120 0.008 0.644
Cl 4.747295 -3.040946 5.545897 0.019 -0.033 -0.015
Cl 6.816412 -4.535550 4.191970 -0.034 0.007 0.008
C -5.236030 13.133370 6.900367 0.016 0.002 -0.026
Cl -6.569757 13.974278 6.100824 0.033 -0.028 0.027
Cl -3.968307 14.294851 7.311658 -0.044 -0.036 -0.003
Cl -5.828777 12.359686 8.376928 0.007 0.012 -0.036
Cl -4.581818 11.902285 5.815902 0.035 0.084 0.008
C 0.318525 5.141356 4.307411 -0.170 0.008 -0.061
Cl -0.877685 4.355081 3.276632 -0.145 0.044 0.369
Cl -0.361211 5.388002 5.920904 0.031 0.004 -0.027
Cl 1.769526 4.134311 4.439427 -0.010 0.028 0.043
Cl 0.757304 6.706409 3.609621 0.013 -0.042 0.003
C 7.446237 -6.835603 -1.710784 0.031 0.063 -0.038
Cl 6.367759 -7.484248 -2.950757 -0.023 0.033 0.096
Cl 8.212645 -8.170527 -0.838069 -0.023 0.038 -0.016
Cl 8.688590 -5.840571 -2.476103 0.052 -0.128 -0.035
Cl 6.513666 -5.848577 -0.576886 0.392 -0.077 -0.305
C -4.088213 -2.582817 2.822956 0.088 -0.014 0.020
Cl -3.830748 -3.591880 4.250587 -0.009 0.038 -0.057
Cl -5.407656 -3.253664 1.855162 0.034 0.040 0.019
Cl -4.510659 -0.937660 3.327769 0.015 -0.808 -0.131
Cl -2.607031 -2.543072 1.854375 -0.040 0.000 0.026
C 7.741465 -1.702336 -3.419754 -0.064 -0.047 0.003
Cl 7.349888 -0.048550 -2.931425 0.027 -0.052 0.012
Cl 9.500313 -1.889734 -3.531845 -0.396 0.224 -0.076
Cl 7.115329 -2.835465 -2.223133 -0.072 0.125 -0.005
Cl 7.014173 -2.042463 -4.994511 0.051 0.019 0.035
C -11.229070 2.876038 0.732002 0.035 0.064 0.013
Cl -12.533150 2.207151 -0.254158 0.059 0.045 0.003
Cl -11.832332 3.212533 2.360739 0.024 -0.021 -0.036
Cl -9.893852 1.717651 0.828701 -0.094 0.166 -0.058
Cl -10.648834 4.374078 -0.004292 -0.002 -0.042 0.028
C 12.464595 -4.992788 -1.591414 0.069 0.029 0.033
Cl 14.213499 -4.732329 -1.620652 -0.051 0.005 -0.001
Cl 12.107006 -6.632300 -2.145149 0.049 0.053 0.011
Cl 11.862747 -4.783256 0.057910 -0.004 -0.014 -0.060
Cl 11.677584 -3.818641 -2.659408 0.310 -0.393 0.466
C -11.225571 -1.451915 -1.334577 -0.024 0.008 0.042
Cl -9.722419 -0.610336 -1.734243 -0.037 -0.048 -0.022
Cl -11.013006 -3.188552 -1.595069 -0.012 0.049 0.014
Cl -11.646587 -1.153913 0.357930 0.008 -0.233 -0.079
Cl -12.524280 -0.850973 -2.370683 0.076 -0.027 0.007
C 6.651349 -10.609533 -6.063901 0.021 0.007 -0.004
Cl 5.409488 -10.743196 -4.811294 0.029 0.008 -0.027
Cl 7.757563 -9.294694 -5.654287 0.005 -0.055 -0.063
Cl 7.550452 -12.128203 -6.166752 -0.033 0.043 0.007
Cl 5.883933 -10.272030 -7.620522 0.017 -0.011 0.047
C -13.380189 2.374280 -5.201469 0.086 0.034 0.031
Cl -14.291096 3.821521 -4.754331 0.021 -0.050 -0.009
Cl -11.794554 2.410262 -4.421974 -0.059 -0.009 -0.008
Cl -14.262461 0.936287 -4.667758 -0.065 0.036 -0.058
Cl -13.177327 2.322164 -6.956275 -0.015 -0.006 0.060
C 11.941609 -4.765044 -6.830614 0.029 -0.009 0.004
Cl 10.876973 -5.446579 -8.066383 0.030 0.016 0.046
Cl 12.688422 -6.074616 -5.906057 -0.021 0.043 -0.008
Cl 13.201421 -3.795815 -7.604578 -0.039 -0.030 0.026
Cl 10.999231 -3.744087 -5.738766 -0.109 -0.029 -0.437
C 10.634518 2.344533 -3.638969 0.051 -0.025 -0.020
Cl 11.121853 0.944481 -2.675440 0.031 0.177 0.002
Cl 9.624541 1.815458 -4.990090 0.060 0.021 0.015
Cl 9.721656 3.468646 -2.623300 0.005 -0.044 -0.027
Cl 12.074153 3.154673 -4.268521 -0.040 -0.010 0.029
```
Positions in Å, forces in eV/Å.

Computed properties:
HOMO	-9.5	eV
net charge	0
molecular weight	2728.405	g/mol
DFT total energy	-31032.95289	hartree